No. 1
The following is a DFT calculation (ωB97M-V/def2-TZVPD) of a 2-piece molecular cluster, C2H2N2O overall at a distorted geometry.

Calculated values
* E_tot: -7128.1900 eV
* relative energy (zero: lowest compared OMol25 entry of this formula, charge and spin): 5.654 eV
* largest force on an atom: 3.634 eV Å⁻¹
* HOMO (alpha / beta): -8.8 / -8.6 eV
* gap between HOMO and LUMO (alpha / beta): 8.566 / 7.756 eV

Structure (ORCA input):
```
! wB97M-V def2-TZVPD RIJCOSX def2/J DEFGRID3
* xyz 0 1
C -0.08252 0.63630 0.16208
C -0.45984 0.53633 -1.06518
N 0.44076 0.60772 1.23266
N 0.19655 -1.89683 1.37070
O 1.06344 -1.15307 1.35236
H -1.41903 0.33024 -1.25786
H 0.26064 0.93930 -1.79476
*
```

Here is what natural (NBO) gives for the atomic charges, in e:
1 C 0.2248
2 C -0.5091
3 N -0.3120
4 N 0.2213
5 O -0.0833
6 H 0.2215
7 H 0.2370

=====

No. 2
The following is a DFT calculation (ωB97M-V/def2-TZVPD) of a 2-piece molecular cluster, C2H2N2O2 overall at a distorted geometry.

Calculated values
* E_tot: -9177.8648 eV
* relative energy (zero: lowest compared OMol25 entry of this formula, charge and spin): 3.921 eV
* largest force on an atom: 1.148 eV Å⁻¹
* HOMO (alpha / beta): -9.6 / -9.6 eV
* gap between HOMO and LUMO (alpha / beta): 8.539 / 8.539 eV

Structure (ORCA input):
```
! wB97M-V def2-TZVPD RIJCOSX def2/J DEFGRID3
* xyz 0 1
O 2.91501 0.34479 0.22554
C 2.29819 -0.24550 -0.52138
N -0.31296 0.89652 -0.09450
C -1.21352 0.01970 -0.02291
N -0.86337 -1.40800 0.13870
O 0.17693 -1.57896 0.71249
H -0.71014 1.81803 -0.28155
H -2.29013 0.15342 -0.15639
*
```

Here is what natural (NBO) gives for the atomic charges, in e:
1 O -0.5156
2 C 0.5110
3 N -0.5541
4 C 0.1596
5 N 0.0986
6 O -0.2206
7 H 0.3572
8 H 0.1638

=====

No. 3
The following is a DFT calculation (ωB97M-V/def2-TZVPD) of one molecule with the formula C2H2N2O2 at a distorted geometry.

Calculated values
* E_tot: -9178.3874 eV
* relative energy (zero: lowest compared OMol25 entry of this formula, charge and spin): 3.399 eV
* largest force on an atom: 2.986 eV Å⁻¹
* HOMO: -10.3 eV
* gap between HOMO and LUMO: 10.604 eV

Structure (ORCA input):
```
! wB97M-V def2-TZVPD RIJCOSX def2/J DEFGRID3
* xyz 0 1
O 2.04323 0.36869 0.31104
C 0.81433 0.32084 0.26565
N 0.36324 -0.95138 0.26238
O -0.96194 -0.90097 -0.24514
C -1.20933 0.43284 -0.21996
N -0.23503 1.21779 0.07373
H 1.41768 -1.21686 0.00374
H -2.23219 0.72903 -0.45144
*
```

Here is what natural (NBO) gives for the atomic charges, in e:
1 O -0.6216
2 C 0.6886
3 N -0.3859
4 O -0.2822
5 C 0.4105
6 N -0.4979
7 H 0.4766
8 H 0.2118